1.
77
Properties=species:S:1:pos:R:3:forces:R:3 method="wB97M-V/def2-TZVPD" gap_ev=9.394 charge=0 e_homo_ev=-8.90
C 4.445612 -0.056753 1.510493 -0.151 -0.092 -0.102
C 3.042138 -0.576318 1.871201 0.042 -0.631 -0.198
P 2.055082 -0.566442 0.327216 0.391 1.100 -0.410
C 2.487755 -2.137791 -0.499410 -0.575 -0.161 0.373
C 1.536592 -2.446848 -1.665173 0.382 -0.251 0.067
O 0.458288 -0.779234 0.773432 -0.080 -0.178 -0.283
S -0.507911 0.540846 0.432564 0.031 0.287 -0.124
O -1.835882 0.063924 0.678825 -0.323 -0.326 0.228
O -0.390304 0.604837 -1.195288 0.565 -0.116 0.564
P 0.227332 2.002894 -1.977286 -0.078 0.561 -0.540
C 1.371728 1.149815 -3.118837 -0.555 -0.568 0.335
O 1.281948 2.655728 -0.925248 -0.160 -0.351 0.317
H 5.192885 -0.510639 2.158373 0.055 0.174 0.073
H 4.710131 -0.327895 0.484536 0.060 -0.014 0.016
H 4.502027 1.028329 1.570438 0.037 0.003 0.069
H 3.135393 -1.594117 2.261849 -0.193 0.061 0.110
H 2.550748 0.042454 2.619154 -0.010 0.030 0.023
H 2.456983 -2.957252 0.224642 0.168 -0.004 -0.028
H 3.515118 -2.018376 -0.846036 0.048 0.034 0.027
H 1.213831 -1.548887 -2.184729 -0.104 -0.006 -0.023
H 0.666849 -2.992878 -1.307073 -0.122 0.169 -0.016
H 2.050967 -3.088148 -2.381376 -0.073 -0.009 -0.062
H 0.769713 0.657377 -3.885666 0.117 0.120 -0.157
H 1.908832 0.366934 -2.585044 0.292 0.149 -0.026
H 2.054225 1.869614 -3.563133 -0.020 0.044 -0.043
H 1.846437 1.987711 -0.495056 0.192 -0.002 -0.132
C -3.352861 1.614424 5.664030 -0.080 -0.075 0.008
C -3.190425 2.795404 4.713369 0.140 -0.087 0.156
C -2.362414 2.469103 3.464811 -0.127 0.073 -0.165
O -0.960778 2.409017 3.680490 -0.007 -0.067 0.027
C -0.479889 1.180139 4.184211 0.054 0.051 -0.097
N -2.658495 3.941377 5.458008 0.037 0.045 -0.157
H -2.442284 1.427211 6.234598 0.033 0.022 -0.026
H -4.146028 1.819974 6.382554 0.025 0.036 0.013
H -3.615201 0.705485 5.119240 -0.005 0.018 -0.018
H -4.188676 3.067859 4.358364 0.010 0.000 -0.066
H -2.504626 3.275280 2.739984 0.058 0.019 0.012
H -2.714936 1.543177 2.993093 -0.004 -0.018 0.068
H -1.060525 0.337616 3.794692 -0.013 -0.025 0.042
H -0.487942 1.153881 5.276845 -0.052 -0.067 0.000
H 0.554413 1.073853 3.851555 0.000 0.015 -0.001
H -2.652643 4.760255 4.856692 -0.074 0.013 0.042
H -1.676159 3.760035 5.646647 -0.026 -0.021 0.066
C 7.210306 -0.609975 -5.502046 0.091 0.013 0.028
C 6.234721 0.557923 -5.398345 -0.004 -0.190 -0.096
C 5.135838 0.353577 -4.346390 -0.030 0.195 0.037
O 4.098029 -0.525486 -4.736156 0.054 -0.063 0.077
C 4.367049 -1.901232 -4.551311 -0.139 0.008 -0.065
N 5.692513 0.843898 -6.728158 -0.141 0.069 0.122
H 6.771284 -1.457474 -6.028751 -0.041 0.006 0.015
H 8.095257 -0.307824 -6.061010 -0.028 0.009 -0.031
H 7.531809 -0.947370 -4.514540 -0.015 -0.008 -0.004
H 6.806395 1.435343 -5.080707 -0.038 0.024 0.042
H 4.648272 1.317287 -4.174578 -0.039 -0.023 -0.020
H 5.564663 0.032138 -3.386932 0.045 -0.041 -0.035
H 4.976365 -2.073628 -3.657845 0.030 0.000 -0.013
H 4.867533 -2.338078 -5.418523 0.080 -0.021 0.050
H 3.409373 -2.406582 -4.427079 -0.012 0.021 0.013
H 5.130480 1.689399 -6.691877 0.088 0.038 -0.035
H 5.030160 0.109015 -6.961973 0.066 -0.030 -0.044
C -7.306359 -0.170410 1.951732 -0.040 0.086 -0.010
C -5.923600 -0.282511 1.316688 -0.147 -0.105 0.143
C -5.848451 -1.301255 0.171257 0.155 0.114 -0.103
O -5.812424 -2.654424 0.584995 -0.103 -0.006 -0.003
C -7.069238 -3.239683 0.858978 0.103 -0.074 0.023
N -4.935254 -0.548721 2.363793 0.168 -0.051 -0.137
H -7.521856 -1.018406 2.602202 0.021 -0.030 -0.022
H -7.363454 0.728333 2.565735 0.032 -0.017 0.022
H -8.088643 -0.112222 1.192050 0.002 -0.017 0.003
H -5.683482 0.691795 0.879858 0.033 -0.021 -0.063
H -4.910703 -1.136749 -0.365140 0.020 -0.049 0.035
H -6.666867 -1.147078 -0.545074 -0.046 0.012 0.050
H -7.843394 -2.856814 0.186705 -0.018 0.024 0.015
H -7.377808 -3.074888 1.894532 -0.073 0.037 -0.026
H -6.971033 -4.313775 0.702020 0.017 0.009 -0.013
H -4.007161 -0.520439 1.948955 0.060 0.099 0.015
H -5.047396 -1.516682 2.654359 -0.054 0.029 0.068


2.
88
Properties=species:S:1:pos:R:3:forces:R:3 method="wB97M-V/def2-TZVPD" gap_ev="8.230 / 8.472" s2=6.0039 charge=+1 e_homo_ev="-11.33 / -11.33" spin_multiplicity=5
Cr 22.072259 -25.415935 4.865133 0.075 -1.003 0.124
C 22.346047 -24.648808 9.134164 -0.557 -1.058 -1.404
F 22.635079 -24.720218 10.378097 0.743 -0.084 2.109
F 21.115701 -24.191399 9.018326 -1.131 0.126 -0.295
F 23.137557 -23.799909 8.516018 0.994 0.808 -0.513
S 22.550995 -26.306012 8.332548 0.600 -0.229 -0.069
O 21.509319 -27.142706 8.845177 -0.011 0.133 0.229
O 22.455609 -26.043857 6.904992 -0.265 0.270 -0.204
O 23.907799 -26.687705 8.693961 -0.255 0.070 0.094
C 25.964728 -29.430484 6.965296 0.333 0.276 -0.732
C 26.728489 -28.127904 6.825092 0.231 0.386 1.096
O 25.890886 -26.955707 6.749251 -0.632 -1.012 0.814
O 25.438248 -29.834234 5.688761 -0.535 0.078 0.331
H 25.136532 -29.305025 7.662799 -0.139 -0.083 -0.083
H 26.624602 -30.201931 7.362043 0.028 -0.015 0.054
H 27.397155 -28.161398 5.968620 -0.113 0.150 -0.175
H 27.333914 -27.975382 7.727097 0.113 -0.246 -0.120
H 25.237074 -27.055369 7.500006 0.670 0.534 -0.733
H 26.105199 -30.326594 5.202869 0.006 -0.004 0.047
C 20.556892 -28.346380 4.700759 -1.215 -0.313 0.003
C 21.727492 -28.836535 5.467265 1.101 -0.031 0.064
O 22.948822 -28.409968 4.881545 0.097 0.052 -0.081
O 20.392462 -26.885394 4.718768 0.776 -0.290 0.094
H 19.705384 -28.779895 5.241775 0.092 0.234 -0.375
H 20.466380 -28.682915 3.662736 0.509 0.036 0.078
H 21.741278 -29.929815 5.465763 -0.559 -0.008 0.086
H 21.659972 -28.483641 6.501822 -0.112 -0.070 -0.030
H 23.668357 -28.949475 5.256503 0.062 0.207 -0.205
H 19.516062 -26.732198 4.345289 0.093 0.351 0.106
C 18.597130 -27.835620 7.505342 0.050 0.145 -1.121
C 17.126425 -27.649198 7.741917 -0.277 0.644 1.257
O 16.611894 -26.823642 6.703954 -0.075 -0.372 -0.311
O 19.222439 -28.512024 8.543667 0.883 0.244 0.191
H 19.071057 -26.859010 7.313273 -0.171 0.044 0.203
H 18.690216 -28.370962 6.540140 -0.131 -0.036 0.420
H 16.974897 -27.130551 8.698868 0.199 -0.068 0.005
H 16.609974 -28.604671 7.866542 0.042 -0.096 -0.461
H 15.653227 -26.894057 6.732419 0.016 0.111 -0.106
H 20.101835 -28.071096 8.660145 -0.977 -0.671 0.160
C 20.951350 -22.698101 5.777805 -1.124 -0.564 -1.012
C 22.419690 -22.444746 5.566831 0.271 0.278 0.809
O 23.041263 -23.422666 4.689851 -1.221 0.130 0.324
O 20.681990 -24.115691 6.025310 0.734 0.721 -0.286
H 20.355254 -22.445973 4.892367 0.246 0.164 -0.008
H 20.553333 -22.111997 6.603159 0.360 0.098 0.153
H 22.887510 -22.452760 6.557530 0.297 -0.136 -0.311
H 22.550545 -21.450511 5.134986 -0.120 -0.041 0.053
H 23.918412 -23.093643 4.465577 0.099 -0.429 0.076
H 19.787136 -24.189760 6.381006 0.146 -0.332 -0.031
C 24.106475 -25.791314 2.658075 0.886 0.510 0.915
C 25.017750 -26.191305 3.799559 0.843 -0.562 -0.420
O 24.423507 -25.825332 5.024625 -0.015 0.180 -0.859
O 22.804399 -26.309096 2.953766 -0.184 0.523 -0.678
H 24.546202 -26.142371 1.728110 -0.420 -0.119 -0.232
H 24.017665 -24.706289 2.617274 -0.156 0.024 -0.175
H 26.038301 -25.793294 3.688922 -0.306 0.526 -0.065
H 25.217003 -27.270323 3.687003 -0.520 -0.062 0.518
H 24.939072 -26.300652 5.732128 -0.139 0.044 -0.037
H 22.768054 -27.202240 2.588384 -0.322 -0.094 0.582
C 26.460411 -25.810106 10.667935 -0.351 -0.658 -0.454
C 25.718165 -25.468176 11.949903 -0.028 0.344 -0.656
O 26.287008 -26.170563 13.024473 0.105 -0.235 0.044
O 26.161351 -27.175271 10.295273 -0.014 0.017 -0.246
H 27.537543 -25.807708 10.854312 -0.071 0.235 -0.050
H 26.227499 -25.161839 9.811860 -0.001 0.154 0.312
H 24.665460 -25.720895 11.807334 -0.175 -0.185 0.047
H 25.736101 -24.396584 12.156670 0.290 0.029 0.127
H 26.605654 -26.998871 12.638629 -0.139 -0.037 0.327
H 25.329076 -27.201900 9.783045 0.420 0.290 0.655
C 24.944777 -21.768376 10.175770 0.476 0.499 -0.991
C 25.007501 -21.164904 8.787993 -0.231 -0.217 -1.104
O 23.783739 -20.452576 8.536104 -0.156 -0.334 -0.084
O 25.048023 -20.724279 11.110201 -0.355 -0.179 0.577
H 25.759398 -22.481743 10.297724 0.143 0.091 0.233
H 24.006697 -22.317199 10.230541 -0.111 -0.006 0.289
H 25.109573 -21.956403 8.025704 -0.231 -0.033 0.198
H 25.844739 -20.496240 8.574967 0.161 -0.069 0.672
H 23.962765 -19.522511 8.394989 0.134 0.086 0.077
H 24.154390 -20.379177 11.219290 0.193 0.150 0.123
C 22.402907 -27.817418 11.978699 0.093 0.426 -0.018
C 22.234098 -28.532894 13.288506 -0.425 0.110 1.072
O 21.046380 -27.990493 13.927328 0.235 -0.247 -0.619
H 22.323124 -26.742001 12.152437 -0.211 -0.023 -0.024
H 21.617391 -28.140155 11.298787 0.004 0.156 -0.109
H 23.374321 -27.954318 11.500821 0.024 -0.395 0.115
H 23.037760 -28.369629 14.016422 0.328 -0.067 -0.525
H 22.116482 -29.612148 13.127845 0.024 0.098 0.063
H 21.066930 -28.248278 14.850446 -0.045 -0.070 0.086


Let's list max |F| in order: 1.237 2.238 eV Å⁻¹.